{
  "formula": "C22H60BeF3O20",
  "method": "wB97M-V/def2-TZVPD",
  "species": ["Be", "C", "O", "O", "C", "F", "F", "F", "C", "C", "H", "H", "H", "H", "H", "H", "C", "C", "O", "O", "H", "H", "H", "H", "H", "H", "C", "C", "O", "O", "H", "H", "H", "H", "H", "H", "C", "C", "O", "O", "H", "H", "H", "H", "H", "H", "C", "C", "O", "O", "H", "H", "H", "H", "H", "H", "C", "C", "O", "O", "H", "H", "H", "H", "H", "H", "C", "C", "O", "O", "H", "H", "H", "H", "H", "H", "C", "C", "O", "O", "H", "H", "H", "H", "H", "H", "C", "C", "O", "O", "H", "H", "H", "H", "H", "H", "C", "C", "O", "O", "H", "H", "H", "H", "H", "H"],
  "xyz": [[2.778, -0.687, -2.502], [0.424, -1.893, 0.049], [-0.455, -0.695, -0.313], [1.721, -1.391, -0.238], [0.103, -2.682, 1.321], [0.739, -3.856, 1.487], [0.334, -2.052, 2.467], [-1.210, -2.957, 1.165], [-0.762, 0.247, 0.669], [-1.094, 1.461, -0.240], [-0.322, 1.746, -0.955], [-1.845, 1.097, -0.942], [-1.476, 2.392, 0.178], [-0.017, 0.402, 1.449], [-1.685, 0.011, 1.199], [0.007, -2.572, -0.695], [-0.903, -5.967, -0.791], [-1.318, -6.678, 0.472], [-2.690, -6.843, 0.518], [-1.819, -6.139, -1.883], [0.059, -6.325, -1.159], [-0.776, -4.887, -0.716], [-0.914, -6.024, 1.245], [-0.730, -7.584, 0.614], [-3.028, -6.596, -0.346], [-1.326, -6.547, -2.599], [2.835, 1.549, 2.491], [3.791, 2.782, 2.608], [4.248, 3.365, 1.312], [3.308, 0.301, 2.001], [2.138, 1.904, 1.732], [2.219, 1.276, 3.348], [4.642, 2.602, 3.265], [3.316, 3.668, 3.028], [5.057, 3.858, 1.463], [2.682, -0.106, 1.398], [-5.265, 0.570, -3.745], [-4.154, 1.611, -4.036], [-3.692, 1.726, -5.386], [-4.822, -0.666, -4.068], [-6.214, 0.795, -4.232], [-5.748, 0.590, -2.768], [-3.243, 1.318, -3.514], [-4.240, 2.541, -3.473], [-3.179, 2.535, -5.445], [-5.184, -1.089, -4.851], [2.948, 2.357, -1.216], [4.225, 2.293, -2.034], [4.654, 0.932, -2.056], [1.933, 1.734, -1.993], [2.484, 3.278, -0.862], [3.155, 1.791, -0.308], [5.013, 2.965, -1.697], [4.034, 2.652, -3.046], [5.580, 0.929, -2.309], [1.392, 2.444, -2.346], [-0.037, -5.237, 4.722], [0.772, -6.047, 5.771], [0.109, -7.083, 6.461], [-1.133, -4.585, 5.269], [-0.224, -5.985, 3.953], [0.567, -4.538, 4.143], [1.097, -5.294, 6.489], [1.705, -6.355, 5.299], [0.215, -7.860, 5.907], [-1.366, -4.881, 6.152], [0.006, 3.733, -5.296], [-0.072, 2.882, -4.011], [0.180, 3.719, -2.891], [-1.208, 4.403, -5.664], [0.191, 3.132, -6.187], [0.729, 4.527, -5.109], [0.622, 2.043, -3.977], [-1.025, 2.357, -4.086], [-0.421, 4.459, -2.780], [-1.722, 4.809, -4.962], [0.238, -1.984, -4.450], [-0.663, -1.242, -3.487], [0.136, -0.325, -2.785], [1.210, -2.689, -3.615], [0.730, -1.294, -5.135], [-0.262, -2.674, -5.129], [-1.068, -1.952, -2.766], [-1.512, -0.741, -3.952], [-0.090, -0.122, -1.874], [1.617, -3.326, -4.207], [-0.825, 1.285, 5.773], [-0.782, 1.079, 4.223], [-1.933, 1.535, 3.568], [0.356, 0.943, 6.486], [-1.597, 0.763, 6.338], [-1.039, 2.345, 5.910], [-0.659, 0.000, 4.133], [0.092, 1.673, 3.955], [-2.514, 0.787, 3.409], [0.891, 1.668, 6.154], [0.220, 4.389, 0.869], [-0.631, 4.811, 2.038], [-0.070, 5.618, 3.031], [1.387, 5.292, 0.673], [-0.325, 4.524, -0.065], [0.548, 3.355, 0.985], [-1.104, 3.961, 2.531], [-1.530, 5.302, 1.666], [0.375, 6.340, 2.581], [2.113, 4.996, 1.227]],
  "s2": 0.751,
  "charge": 0,
  "total_energy_ev": -73278.970,
  "homo_energy_ev": [-7.19, -8.30],
  "fmax_ev_per_a": 5.47,
  "spin_multiplicity": 2
}